Record 1
ORCA calculation (the ωB97M-V functional and the def2-TZVPD basis) on C15H20ClF4N2O27S4Y as an isolated structure in a non-equilibrium geometry.

XYZ file:
```
74
Properties=species:S:1:pos:R:3:forces:R:3:mulliken_charge:R:1
Y -25.8705 -12.9319 18.3088 0.151 -2.145 2.154 1.859
Cl -27.5648 -14.5246 21.7453 -0.286 -1.767 1.717 1.919
S -24.5288 -10.5342 20.7489 -3.550 -1.154 5.446 0.798
S -23.2185 -10.8417 18.8214 4.393 -0.642 -6.486 0.672
S -28.8813 -14.1156 16.8670 -5.698 -1.099 6.420 0.638
S -27.2845 -13.8282 15.1925 4.293 1.325 -2.729 0.545
F -26.0898 -12.8064 14.8914 -0.271 -0.110 0.705 -0.269
F -22.9272 -12.0287 17.7467 -0.661 -0.259 -0.301 -0.293
F -25.8732 -11.1664 21.2786 -0.193 0.095 -0.477 -0.187
F -29.0166 -14.1801 18.4753 0.545 -0.056 -0.456 -0.231
O -22.8719 -15.7419 16.2743 -0.053 -0.077 -0.013 -0.261
O -29.9981 -11.2205 18.7797 0.479 -0.006 0.114 -0.305
O -22.1763 -14.2424 20.7700 0.449 0.354 0.519 -0.244
O -27.8377 -11.6811 19.0876 1.629 -0.707 -0.793 0.653
O -23.6270 -10.9451 21.7857 0.171 0.263 -1.569 -0.560
O -29.0911 -15.5049 16.5502 0.840 1.352 -1.083 -0.565
O -25.2192 -17.2329 17.1249 1.122 0.135 -0.877 -0.100
O -24.4055 -14.2250 16.8613 -0.340 0.538 0.380 1.341
O -26.9109 -13.7708 20.7059 0.624 1.164 -1.867 -0.762
O -28.3646 -13.6389 22.5603 0.296 0.016 -0.516 -0.718
O -26.8683 -9.9671 15.2294 -0.011 -0.544 -0.927 -0.312
O -27.0956 -17.7108 18.1284 -0.359 0.870 0.526 -0.325
O -25.8956 -11.0556 16.9119 0.531 -0.799 0.135 -0.405
O -21.9944 -10.9449 19.5415 -0.874 0.623 1.095 -0.604
O -28.3184 -13.2809 14.3822 -0.382 -0.369 0.896 -0.550
O -29.8591 -13.1088 16.6066 0.452 -0.510 -1.028 -0.547
O -26.4660 -8.9101 17.1027 0.627 -0.482 0.374 -0.321
O -26.5187 -15.1352 22.5427 -0.337 0.332 -0.194 -0.739
O -23.3009 -16.1506 20.6006 0.032 -0.009 0.578 -0.297
O -23.0511 -13.8668 15.1350 -0.230 0.739 -0.043 -0.339
O -26.1250 -15.7164 18.4899 -0.250 0.483 0.146 0.340
O -28.3973 -15.5572 21.1780 0.262 0.598 -0.126 -0.689
O -24.8562 -9.1444 20.6469 0.738 -0.708 -1.415 -0.585
O -23.3902 -9.7223 17.9256 -0.539 -0.543 1.473 -0.591
O -24.0675 -14.3237 19.6076 -0.602 0.760 -0.544 0.580
O -26.6702 -15.0532 14.8017 -0.528 -0.303 0.893 -0.530
O -29.0324 -10.7405 20.7095 0.435 -0.623 0.228 -0.280
N -27.4038 -13.5752 16.8917 -0.603 -1.142 -5.552 0.083
N -24.5252 -11.5253 19.3689 1.567 3.845 3.127 0.189
C -26.1465 -16.7886 17.9732 -0.507 -0.289 -0.300 0.057
C -28.8809 -11.2953 19.5113 -1.154 1.246 0.253 -0.064
C -30.3893 -10.3993 20.9298 -0.531 1.317 -0.547 -0.375
C -22.0379 -15.9322 15.1345 0.822 0.029 -0.529 -0.482
C -21.9697 -14.5288 14.5011 0.084 -0.970 0.169 -0.353
C -27.0262 -7.9017 16.2914 -0.754 0.212 -0.825 -0.358
C -31.0034 -10.5369 19.5265 -0.624 -0.924 0.521 -0.396
C -25.5733 -18.4786 16.5157 -0.971 -0.104 1.396 -0.324
C -23.5005 -14.5718 16.1550 -0.237 -0.336 -0.186 0.111
C -26.8409 -18.8325 17.3238 -0.272 -0.856 0.034 -0.494
C -26.3278 -10.0560 16.4116 -1.233 1.258 1.221 0.053
C -21.3670 -15.1780 21.4667 0.358 -1.508 0.058 -0.422
C -22.3107 -16.3964 21.6002 0.893 0.346 -0.068 -0.434
C -27.3310 -8.6370 14.9748 0.976 0.516 0.302 -0.425
C -23.2537 -14.8576 20.2929 -0.265 -0.042 -0.331 0.128
H -22.4227 -16.6728 14.4317 -0.545 0.037 0.298 0.276
H -27.9484 -7.4996 16.7091 0.223 -0.091 0.454 0.289
H -26.3236 -7.0942 16.0968 0.136 -0.060 0.420 0.275
H -30.4376 -9.3408 21.1878 0.229 -0.092 0.352 0.249
H -31.2499 -9.5803 19.0720 0.185 -0.029 -0.152 0.286
H -28.3810 -8.6472 14.7091 0.070 -0.137 -0.251 0.319
H -26.6523 -19.6610 18.0131 -0.074 -0.083 -0.266 0.277
H -21.8136 -17.3255 21.3384 -0.074 -0.108 0.271 0.293
H -25.7592 -18.3686 15.4522 0.237 0.130 -0.034 0.315
H -31.8780 -11.1855 19.5322 -0.091 0.167 -0.081 0.283
H -24.8386 -19.2326 16.7849 0.429 0.214 -0.554 0.232
H -22.7116 -16.3949 22.6114 -0.524 -0.341 -0.193 0.285
H -22.1861 -14.5821 13.4376 0.291 0.300 -0.017 0.289
H -26.6531 -8.2078 14.2405 -0.566 -0.194 -0.600 0.272
H -20.9961 -14.8853 22.4463 -0.498 0.751 -0.043 0.322
H -30.8613 -10.9636 21.7291 0.273 -0.445 -0.165 0.322
H -20.4681 -15.4383 20.9039 -0.181 0.258 -0.433 0.270
H -21.0311 -14.0374 14.7520 -0.121 0.236 -0.255 0.319
H -27.7433 -19.0371 16.7460 0.210 0.000 -0.128 0.284
H -21.0599 -16.3022 15.4387 -0.061 0.156 0.283 0.313
```
Forces are in eV/Å.

## Properties
* multiplicity: 1
* net charge: 0

---

Record 2
ORCA calculation (the ωB97M-V functional and the def2-TZVPD basis) on one molecule with the formula C15H20ClN3O5S.

XYZ file:
```
45
Properties=species:S:1:pos:R:3:forces:R:3:nbo_charge:R:1
Cl -1.2147 -2.5820 -0.1250 0.053 -0.053 -0.014 0.064
S -6.2915 0.1646 0.0957 0.050 0.255 0.027 2.161
O 3.7081 -1.3556 -1.1551 -0.127 0.145 -0.027 -0.575
O -6.4354 1.5546 0.4101 0.311 0.244 -0.021 -0.925
O 6.6892 -0.1448 -1.0091 0.116 0.057 -0.293 -0.622
O -7.4779 -0.6455 0.1220 -0.052 -0.508 -0.123 -0.950
O 3.3100 0.8205 -0.7492 -0.222 0.050 0.073 -0.520
N 5.5569 -0.1290 0.9370 0.112 -0.100 0.342 -0.435
N -2.8609 -0.4981 0.0535 0.877 -0.290 0.026 -0.184
N -2.9283 0.8357 0.0204 -0.459 0.613 0.131 -0.288
C -1.5903 -0.9214 -0.1209 0.008 0.449 0.001 0.157
C -1.7057 1.2854 -0.1578 0.215 -0.606 -0.047 0.196
C 4.4809 0.2984 1.7943 -0.162 0.097 0.009 -0.405
C 0.6324 0.3296 -0.4652 0.459 -0.299 -0.068 -0.109
C -5.4211 -0.1197 -1.4791 -0.286 0.096 0.710 -0.661
C -1.4218 2.7391 -0.2394 0.001 -0.015 0.001 -0.650
C -4.7524 -1.4390 -1.1760 0.272 -0.338 -0.090 -0.422
C 5.7183 0.1940 -0.3636 -0.121 0.305 -0.059 0.672
C 1.4999 -0.6722 -0.6626 -0.235 0.171 0.036 -0.318
C 6.4636 -1.0888 1.5272 0.175 -0.088 -0.147 -0.416
C 4.6755 1.1136 -1.0133 0.397 -0.088 -0.359 -0.168
C 2.9346 -0.4685 -0.8884 0.158 -0.082 -0.060 0.752
C -0.7819 0.2051 -0.2600 -0.706 -0.294 0.074 -0.222
C -4.0550 -1.3004 0.1940 -0.095 -0.483 -0.160 -0.049
C -5.0257 -0.6408 1.1592 -0.397 0.396 -0.406 -0.670
H 1.0047 1.3450 -0.4652 0.114 0.064 -0.012 0.227
H 4.0459 1.2331 1.4504 -0.003 -0.023 0.071 0.214
H 6.9774 -0.6463 2.3833 0.002 -0.038 0.023 0.190
H -4.7184 0.6965 -1.6132 0.002 0.055 -0.031 0.259
H -2.3518 3.2874 -0.1220 -0.016 0.089 0.003 0.246
H -5.5429 -1.3568 1.7884 -0.110 -0.049 -0.022 0.259
H -0.9760 2.9874 -1.2012 0.025 0.093 -0.038 0.227
H 1.1978 -1.7067 -0.6963 0.000 -0.027 -0.006 0.227
H 4.8792 0.4508 2.7996 -0.048 0.017 -0.030 0.203
H 4.8252 2.1430 -0.6760 -0.021 -0.126 -0.035 0.211
H -6.1412 -0.1682 -2.2870 -0.195 0.049 0.029 0.257
H -3.7355 -2.2853 0.5499 -0.091 0.252 -0.028 0.243
H -5.5163 -2.2146 -1.1017 0.058 -0.088 -0.048 0.236
H -0.7285 3.0367 0.5456 0.035 0.098 0.029 0.226
H 7.1926 -1.3731 0.7719 -0.021 -0.024 0.124 0.251
H -4.0265 -1.7271 -1.9377 -0.042 -0.026 0.019 0.233
H 3.6902 -0.4585 1.8488 -0.031 0.039 0.051 0.191
H -4.5578 0.1378 1.7511 -0.014 0.035 0.054 0.272
H 5.9137 -1.9737 1.8540 -0.005 -0.024 0.048 0.193
H 4.8612 1.0576 -2.0914 0.020 0.000 0.243 0.223
```
Forces are in eV/Å.

## Properties
* multiplicity: 1
* net charge: 0
* relative energy (zero: lowest compared OMol25 entry of this formula, charge and spin): 0.0 kcal/mol

---

Record 3
ORCA calculation (the ωB97M-V functional and the def2-TZVPD basis) on one molecule with the formula C15H20N2O.

XYZ file:
```
38
Properties=species:S:1:pos:R:3:forces:R:3:nbo_charge:R:1
O -2.0310 1.6583 -0.5275 -0.236 0.064 -0.199 -0.640
N -1.6696 -0.1450 -2.8197 -0.221 0.151 -0.095 -0.639
N -0.5911 1.2454 1.1468 -0.115 0.358 0.042 -0.579
C 1.7833 0.1544 3.7189 -0.131 0.032 -0.155 0.020
C -0.3837 -0.0223 -3.4986 0.215 0.038 -0.280 0.119
C 1.3634 -1.6613 2.1856 -0.050 0.172 0.020 -0.141
C -0.6775 0.7686 -4.7803 0.082 -0.227 0.218 -0.601
C 0.6848 0.7319 -2.6872 -0.142 -0.148 -0.099 -0.637
C -0.2079 -1.3122 0.2836 -0.389 0.321 -0.246 -0.129
C 0.4846 -0.8600 1.4470 0.088 0.357 0.332 -0.157
C 0.9198 0.9566 3.0005 0.053 -0.056 0.039 -0.270
C 0.2680 0.4643 1.8691 0.306 -0.633 0.048 0.276
C 0.1414 -1.4100 -3.8766 -0.145 0.295 0.087 -0.620
C 1.9979 -1.1638 3.2967 0.024 -0.077 -0.013 -0.246
C 2.4893 0.6678 4.9349 0.001 0.004 0.003 -0.629
C -1.7902 -0.9793 -1.6439 -0.154 0.150 0.107 -0.240
C -1.0490 -0.5142 -0.4115 0.157 -0.538 -0.074 -0.115
C -1.2876 0.8606 0.0209 0.182 0.079 0.323 0.632
H 0.4982 -1.9479 -3.0017 0.063 -0.126 0.099 0.199
H 2.2237 1.7022 5.1359 0.019 0.064 0.060 0.215
H 1.5342 -2.6790 1.8668 0.018 -0.114 -0.035 0.212
H 1.5552 0.9309 -3.3086 0.140 0.034 -0.053 0.208
H 0.2870 1.6825 -2.3365 -0.018 0.127 0.030 0.212
H 2.6737 -1.7905 3.8595 0.074 -0.081 0.054 0.212
H 3.5682 0.6043 4.7995 0.069 0.031 0.045 0.224
H 0.9701 -1.3133 -4.5734 0.122 -0.015 -0.047 0.212
H -2.0208 0.7807 -2.5928 -0.007 -0.105 -0.028 0.385
H 0.7399 1.9769 3.3095 -0.004 0.122 0.058 0.206
H -1.4848 -1.9987 -1.8902 -0.064 0.009 0.101 0.198
H 1.0065 0.1518 -1.8250 0.077 0.004 0.041 0.207
H -0.0406 -2.3318 -0.0388 -0.006 -0.105 -0.105 0.212
H -2.8598 -0.9973 -1.3999 0.118 -0.122 -0.010 0.217
H -0.7541 2.1972 1.4551 -0.039 -0.148 -0.147 0.412
H 0.2174 0.8600 -5.3905 0.124 0.066 -0.069 0.201
H -1.0331 1.7660 -4.5334 -0.054 0.163 0.014 0.205
H -0.6485 -1.9870 -4.3503 -0.083 -0.103 -0.077 0.217
H -1.4481 0.2622 -5.3548 -0.086 -0.050 -0.076 0.217
H 2.2291 0.0653 5.8042 0.014 0.008 0.087 0.224
```
Forces are in eV/Å.

## Properties
* multiplicity: 1
* net charge: 0
* relative energy (zero: lowest compared OMol25 entry of this formula, charge and spin): 5.0 kcal/mol

---

Asked for HOMO-LUMO gap across the records above, the calculation gives 0.31064, 0.32881, 0.31778 hartree in order.
Asked for E_HOMO across the records above, the calculation gives -8.513, -9.106, -8.295 eV in order.